# 1
{
  "formula": "C12H32BaO11",
  "method": "ωB97M-V/def2-TZVPD",
  "relative_energy_kcal_mol": 208.6,
  "homo_lumo_gap_ev": 4.727,
  "energy_ev": -36174.8392,
  "elements": ["Ba", "O", "C", "O", "O", "H", "O", "C", "O", "O", "H", "C", "C", "O", "H", "H", "H", "H", "H", "H", "C", "C", "O", "H", "H", "H", "H", "H", "H", "C", "C", "O", "H", "H", "H", "H", "H", "H", "C", "C", "O", "H", "H", "H", "H", "H", "H", "C", "C", "O", "H", "H", "H", "H", "H", "H"],
  "positions_angstrom": [[9.33519, 14.32541, -4.95625], [5.46528, 16.09793, -0.05029], [5.38034, 16.31335, -1.34197], [6.39023, 15.94269, -1.94889], [4.38810, 16.93044, -1.85973], [6.32264, 15.68565, -0.17893], [14.85263, 13.14738, -6.60957], [13.52690, 13.32664, -6.46944], [12.83608, 12.50492, -5.86714], [12.98400, 14.39864, -6.82049], [15.06564, 14.04972, -6.85858], [8.97927, 14.07621, -10.30551], [7.54205, 13.89606, -9.81177], [7.42455, 13.38390, -8.52262], [8.99301, 14.60321, -11.25954], [9.54147, 13.14899, -10.41641], [9.55146, 14.70630, -9.62457], [7.09219, 13.25924, -10.57346], [7.05265, 14.86737, -9.74006], [6.56314, 12.96024, -8.51349], [10.11122, 19.57842, -7.72652], [8.81935, 18.78913, -7.68873], [8.58845, 18.13571, -6.45898], [10.51556, 19.69295, -8.73224], [10.92414, 19.14619, -7.14304], [9.93482, 20.54338, -7.25129], [8.96983, 17.97366, -8.39617], [7.87397, 19.14951, -8.09428], [8.25333, 18.73002, -5.78364], [9.90418, 13.82122, 1.17839], [9.49610, 12.63302, 0.16060], [10.22477, 12.86008, -1.00264], [9.25060, 13.78551, 2.04997], [9.67952, 14.77017, 0.69144], [10.96563, 13.73696, 1.41147], [8.42289, 12.53992, -0.00570], [9.77479, 11.67655, 0.60286], [11.10634, 12.48728, -0.92877], [8.27883, 8.79922, -5.37536], [7.95022, 9.42348, -4.02869], [7.35360, 10.68953, -4.23028], [9.04448, 9.43410, -5.82124], [7.45745, 8.78575, -6.09178], [8.69320, 7.79623, -5.27333], [8.83484, 9.33488, -3.39805], [7.17163, 8.80914, -3.57648], [6.40960, 10.60279, -4.38173], [14.24670, 16.59002, -2.16743], [13.24554, 17.67231, -2.57550], [11.90384, 17.25246, -2.75575], [14.24136, 15.69694, -2.79233], [14.11735, 16.14163, -1.18238], [15.24578, 17.02388, -2.20873], [13.56110, 18.08602, -3.53329], [13.27454, 18.48457, -1.84922], [11.30790, 17.97065, -2.53066]],
  "forces_ev_per_angstrom": [[0.8, -0.1, 0.0], [-0.4, -0.4, 2.4], [-4.1, 3.5, -3.7], [2.8, -1.4, -2.0], [1.5, -1.4, 1.5], [0.8, -0.6, 1.4], [0.1, 0.2, -0.2], [-3.0, 0.6, 1.4], [-0.2, -2.6, 1.0], [0.8, 1.9, -1.2], [0.8, 0.2, -0.4], [0.2, 0.3, 0.7], [0.8, 1.1, -1.6], [0.3, -1.2, 1.2], [-0.2, -0.1, -0.1], [-0.3, -0.1, 0.0], [0.1, 0.0, 0.2], [-0.6, -0.1, 0.2], [-0.1, 0.2, -0.8], [0.0, -0.1, 0.4], [-0.3, 1.1, 0.5], [0.5, -1.8, -1.2], [0.0, -0.7, 0.8], [-0.3, 0.2, 0.0], [-0.3, -0.6, 0.1], [0.2, 0.4, -0.3], [0.2, -0.5, 0.1], [0.2, 1.2, 0.3], [-0.1, 0.3, -0.1], [-1.5, -1.4, -1.2], [0.9, 1.2, 2.6], [0.0, -0.1, -2.0], [0.4, -0.1, 0.3], [0.2, 0.0, -0.1], [-0.2, 0.1, 0.2], [0.1, 0.6, -0.4], [0.1, -0.1, 0.1], [0.0, 0.0, 0.1], [0.7, 0.4, -0.2], [-1.6, -2.0, -1.0], [1.0, 1.5, 0.3], [0.2, -0.1, -0.2], [-0.3, -0.1, 0.3], [0.0, 0.0, 0.0], [-0.1, 1.1, 0.2], [0.2, -0.3, 0.4], [0.1, -0.3, 0.1], [-0.4, -0.5, 0.0], [0.6, 0.3, -0.2], [-0.6, -0.9, 0.1], [-0.1, 0.3, -0.6], [-0.3, 0.6, 0.3], [0.0, 0.0, 0.0], [0.3, 0.1, -0.1], [0.1, 0.0, 0.1], [0.1, 0.0, 0.1]]
}



# 2
{
  "formula": "C12H32CoF2N2O10P2",
  "method": "ωB97M-V/def2-TZVPD",
  "multiplicity": 4,
  "homo_lumo_gap_ev": [8.815, 8.371],
  "s_squared": 3.754,
  "energy_ev": -98062.3580,
  "elements": ["Co", "F", "F", "C", "C", "O", "N", "C", "H", "H", "H", "H", "H", "H", "H", "C", "C", "O", "N", "C", "H", "H", "H", "H", "H", "H", "H", "C", "O", "P", "O", "O", "C", "O", "C", "H", "H", "H", "H", "H", "H", "H", "H", "H", "C", "O", "P", "O", "O", "C", "O", "C", "H", "H", "H", "H", "H", "H", "H", "H", "H"],
  "positions_angstrom": [[-4.77615, -23.10939, -19.38634], [-2.68611, -22.66718, -19.36458], [-5.81190, -21.27056, -19.50773], [-5.43811, -22.75989, -15.11155], [-4.42693, -23.01875, -16.25175], [-4.87394, -23.28884, -17.28835], [-3.12682, -23.01347, -16.03246], [-2.56281, -22.45615, -14.85373], [-5.93813, -21.79984, -15.23952], [-5.10601, -22.62670, -14.08196], [-6.14295, -23.58786, -15.18749], [-2.41815, -23.24375, -16.71425], [-1.50315, -22.25777, -15.01458], [-2.60878, -23.06910, -13.95358], [-2.93173, -21.43715, -14.73698], [-8.57540, -25.37544, -20.65232], [-8.01411, -24.60087, -19.42346], [-6.80803, -24.25504, -19.39424], [-8.78748, -24.45239, -18.37849], [-8.49337, -23.70759, -17.19898], [-9.54379, -25.83386, -20.45190], [-7.87545, -26.20663, -20.73785], [-8.62856, -24.96732, -21.66163], [-9.78614, -24.55024, -18.49344], [-8.27351, -24.39910, -16.38560], [-9.33007, -23.17661, -16.74501], [-7.56112, -23.14301, -17.18200], [-6.43237, -20.99761, -22.66976], [-6.49555, -22.30586, -23.24166], [-5.41664, -23.46160, -22.87167], [-4.93802, -23.32000, -21.42477], [-6.25593, -24.78238, -23.22344], [-6.77254, -25.08818, -24.52376], [-4.18617, -23.39835, -23.95819], [-2.76815, -23.40455, -23.56046], [-5.38332, -20.70514, -22.62427], [-7.05483, -20.94512, -21.77653], [-6.87830, -20.30463, -23.38323], [-7.30432, -26.02957, -24.38558], [-5.89446, -25.24353, -25.15060], [-7.34903, -24.28847, -24.98877], [-2.23900, -22.66718, -24.16410], [-2.31821, -24.38861, -23.69189], [-2.56473, -23.07545, -22.54143], [-5.22985, -27.74088, -21.07643], [-4.18228, -27.69891, -20.10085], [-3.39641, -26.30149, -19.81044], [-4.23654, -25.26500, -19.18963], [-2.15661, -26.85295, -18.87495], [-0.92235, -26.19558, -18.72310], [-2.71925, -25.90293, -21.27162], [-1.53624, -26.64240, -21.71667], [-5.66946, -26.75612, -21.23479], [-5.96070, -28.41986, -20.63718], [-4.94093, -28.23966, -22.00155], [-0.63311, -25.40764, -19.41850], [-0.20344, -26.96798, -18.99638], [-0.95009, -25.71257, -17.74635], [-0.75989, -25.88307, -21.81054], [-1.60961, -27.20198, -22.64918], [-1.12372, -27.35508, -21.00253]],
  "forces_ev_per_angstrom": [[0.4, 1.6, 0.2], [-1.2, -0.6, 0.1], [0.6, -1.4, 0.1], [0.4, 0.5, 0.3], [0.6, 1.0, 4.3], [-2.9, -1.3, -5.3], [1.9, -0.2, 1.1], [1.1, 1.2, 0.6], [-0.2, -0.1, -0.8], [0.6, -0.7, -0.1], [-0.1, 0.2, 0.1], [-0.9, 0.0, -0.9], [0.1, -0.3, -0.2], [-0.4, 0.1, 0.0], [-0.4, -0.1, 0.7], [0.1, -0.7, 0.9], [3.4, 0.5, -2.2], [-2.1, -0.7, -0.3], [-2.7, 0.7, 0.7], [1.3, -0.4, 2.3], [-0.1, 0.1, 0.2], [0.0, -0.1, -0.1], [0.3, 0.9, 0.5], [0.2, -0.4, -0.4], [0.0, -0.6, 0.1], [-0.1, 0.4, -0.9], [-0.3, 0.4, -1.0], [0.0, 0.8, -0.6], [0.9, -2.1, -0.5], [0.7, 1.7, 2.5], [-0.9, -1.1, -4.2], [0.6, 1.1, 0.8], [1.1, -0.2, -0.2], [-0.8, -0.1, 1.4], [0.0, 0.5, 0.2], [-0.2, 0.1, 0.9], [0.9, -0.2, 0.4], [-0.1, -0.2, -0.3], [-0.2, 0.3, -0.3], [-0.1, -0.2, -0.3], [-0.3, 0.0, 0.5], [-0.3, -0.2, -0.4], [-0.4, 0.0, -0.2], [-0.7, -0.2, 0.3], [-0.6, -0.4, 0.6], [1.4, 1.1, 0.3], [1.2, -0.9, -0.5], [0.6, -0.5, -0.8], [-2.9, 0.3, -1.9], [0.7, 0.5, -0.3], [-0.2, -1.2, 1.4], [0.6, 0.6, 0.5], [0.0, 0.0, -0.2], [-0.3, 0.3, 0.0], [0.5, 0.4, -0.1], [-1.0, 0.3, -0.4], [0.5, 0.0, 1.2], [0.7, -0.6, 0.2], [0.0, 0.0, -0.3], [-0.8, 0.4, -0.1], [-0.6, 0.0, 0.3]]
}



# 3
{
  "formula": "C12H32FNO6S",
  "method": "ωB97M-V/def2-TZVPD",
  "relative_energy_kcal_mol": 18.4,
  "homo_lumo_gap_ev": 10.439,
  "smiles": "O=S(=O)(F)NCCCO.CC(C)O.CC(C)O.CC(C)O",
  "energy_ev": -40289.0006,
  "elements": ["O", "S", "O", "F", "N", "C", "C", "C", "O", "H", "H", "H", "H", "H", "H", "H", "H", "C", "C", "C", "O", "H", "H", "H", "H", "H", "H", "H", "H", "C", "C", "C", "O", "H", "H", "H", "H", "H", "H", "H", "H", "C", "C", "C", "O", "H", "H", "H", "H", "H", "H", "H", "H"],
  "positions_angstrom": [[0.74392, 4.47394, 5.31125], [0.35211, 3.52693, 4.25110], [-0.95624, 3.91925, 3.66787], [0.18211, 2.02614, 4.89543], [1.44208, 3.42693, 2.95644], [2.47481, 2.37709, 3.11448], [3.15446, 2.20673, 1.69921], [2.24715, 1.33766, 0.73676], [2.37143, 1.73116, -0.63220], [1.82827, 4.33945, 2.71934], [1.99594, 1.41484, 3.38500], [3.30047, 2.64542, 3.81286], [3.35910, 3.19798, 1.22052], [4.13645, 1.68077, 1.77610], [2.56334, 0.26461, 0.78353], [1.19192, 1.37251, 1.08970], [3.01301, 1.15874, -1.05545], [3.40295, -3.00195, 1.65095], [4.51305, -2.25732, 0.92574], [5.73994, -3.13655, 0.74144], [4.86873, -1.08878, 1.66649], [3.72926, -3.30825, 2.64928], [2.53202, -2.35684, 1.78475], [3.09609, -3.89129, 1.09721], [4.15311, -1.92078, -0.04923], [6.14339, -3.44736, 1.70964], [6.53165, -2.58719, 0.22843], [5.50232, -4.03000, 0.16077], [5.18812, -1.37206, 2.52929], [-3.38839, -0.23420, -0.14374], [-2.18369, 0.50181, 0.42091], [-2.22742, 1.98197, 0.07446], [-0.98504, -0.07480, -0.09802], [-3.41009, -0.16281, -1.23517], [-3.33924, -1.29687, 0.10383], [-4.32160, 0.17352, 0.25093], [-2.15428, 0.38011, 1.50587], [-2.21119, 2.12689, -1.01003], [-1.35269, 2.49632, 0.47740], [-3.12562, 2.45564, 0.47569], [-0.99681, 0.02600, -1.05571], [-5.44803, -0.76641, -3.54217], [-4.59969, -1.02453, -4.77715], [-5.14855, -2.18412, -5.59383], [-3.25764, -1.31044, -4.38310], [-5.45616, -1.64184, -2.88572], [-5.03600, 0.06152, -2.96247], [-6.47807, -0.52481, -3.81242], [-4.56714, -0.12466, -5.39456], [-5.14684, -3.10738, -5.00672], [-4.52444, -2.36390, -6.47123], [-6.16948, -1.98545, -5.92636], [-3.27286, -2.10333, -3.83738]],
  "forces_ev_per_angstrom": [[0.4, -2.9, -1.7], [-3.8, 4.6, 0.3], [3.0, -2.0, 1.0], [0.9, 1.8, -1.4], [-0.5, -2.0, 1.8], [1.6, -0.2, -1.6], [-0.4, -0.7, -0.4], [0.6, -0.4, 0.5], [-0.4, 0.3, 0.4], [-0.3, 0.0, 0.4], [0.3, 0.7, 0.0], [-0.9, -0.2, 0.0], [-0.3, -0.7, 0.4], [-0.7, 0.5, 0.2], [-0.3, 0.8, 0.4], [0.6, 0.2, -0.7], [0.0, 0.0, 0.0], [-0.2, 0.1, -0.1], [0.2, -0.4, 0.5], [0.2, 0.1, -0.2], [-0.1, 0.3, -0.3], [0.1, -0.1, -0.1], [0.0, 0.0, -0.1], [0.0, 0.0, 0.0], [0.0, 0.2, 0.1], [-0.1, -0.1, 0.0], [-0.1, 0.0, 0.0], [0.0, 0.0, 0.0], [0.0, 0.0, 0.0], [-0.1, -0.2, 0.1], [-0.2, 0.2, -0.7], [0.1, 0.2, 0.2], [0.2, -0.2, 0.4], [0.0, 0.1, 0.0], [0.0, 0.1, 0.1], [0.0, 0.0, 0.0], [0.2, -0.1, -0.1], [-0.1, -0.1, 0.0], [-0.1, 0.0, 0.1], [0.0, 0.0, 0.0], [0.0, 0.1, 0.0], [0.0, 0.2, 0.1], [-0.2, -0.6, 0.4], [0.0, 0.0, -0.3], [0.2, 0.3, -0.2], [0.0, -0.1, -0.1], [0.0, 0.0, -0.1], [0.0, 0.0, 0.0], [0.2, 0.0, 0.0], [-0.1, 0.1, 0.1], [0.0, 0.1, 0.0], [0.0, 0.0, 0.0], [0.0, 0.0, 0.0]]
}



# 4
{
  "formula": "C12H32N2O5Ti",
  "method": "ωB97M-V/def2-TZVPD",
  "relative_energy_kcal_mol": 24.9,
  "multiplicity": 4,
  "homo_lumo_gap_ev": [4.789, 10.076],
  "charge": 1,
  "s_squared": 3.752,
  "energy_ev": -49286.2249,
  "elements": ["Ti", "C", "O", "C", "C", "N", "C", "C", "O", "C", "H", "H", "H", "H", "H", "H", "H", "H", "H", "H", "H", "H", "H", "H", "H", "C", "O", "C", "C", "N", "C", "C", "O", "C", "H", "H", "H", "H", "H", "H", "H", "H", "H", "H", "H", "H", "H", "H", "H", "O", "H", "H"],
  "positions_angstrom": [[-0.03091, 0.42536, -0.53555], [2.19175, -0.19392, 4.06024], [1.93150, -1.02083, 2.92334], [2.33034, -0.37113, 1.73470], [2.20718, -1.40722, 0.63019], [0.80912, -1.68466, 0.24172], [0.84523, -2.80721, -0.72676], [-0.48752, -3.54061, -0.94285], [-1.51362, -2.65299, -1.36788], [-2.69614, -3.39633, -1.60463], [1.93284, 0.84929, 3.85076], [3.25633, -0.31038, 4.26176], [1.58855, -0.44823, 4.92845], [3.35798, 0.01451, 1.77209], [1.69429, 0.50296, 1.54272], [2.79246, -2.30852, 0.84916], [2.76228, -1.01656, -0.23453], [0.41442, -1.98938, 1.13140], [1.52238, -3.55559, -0.29918], [1.23269, -2.46747, -1.68486], [-0.82784, -4.07312, -0.05512], [-0.27344, -4.18714, -1.80062], [-3.09772, -3.86143, -0.69814], [-2.44777, -4.24794, -2.24929], [-3.48951, -2.82756, -2.08052], [-3.42001, -0.12346, 0.10731], [-2.27304, 0.62489, 0.50444], [-2.56666, 1.88788, 1.03249], [-1.28131, 2.45413, 1.55118], [-0.11044, 2.39542, 0.61396], [-0.12800, 3.23216, -0.57729], [1.02525, 2.91272, -1.52819], [1.79589, 1.80485, -1.13201], [2.97941, 1.65612, -1.87488], [-3.16643, -1.17815, 0.17510], [-3.61934, 0.04565, -0.95317], [-4.25344, 0.10883, 0.76566], [-3.20526, 1.88726, 1.92383], [-3.02630, 2.56305, 0.30035], [-0.94520, 1.74570, 2.31547], [-1.38545, 3.43553, 2.01949], [0.62049, 2.68171, 1.25510], [-0.13693, 4.26146, -0.19436], [-1.05573, 3.18946, -1.15853], [1.61478, 3.84027, -1.45320], [0.67818, 2.87187, -2.56434], [3.57267, 0.82977, -1.49321], [3.63292, 2.52900, -1.75674], [2.80681, 1.54906, -2.94651], [-1.13818, -0.05181, -2.60414], [-1.45152, -0.97477, -2.63402], [-1.56800, 0.39752, -3.34036]],
  "forces_ev_per_angstrom": [[-0.2, 0.0, 0.2], [0.1, 0.0, -0.4], [-0.4, 0.5, 0.5], [-0.1, -0.8, -0.1], [0.9, 1.0, -0.9], [0.6, 0.1, -0.1], [-0.9, -0.4, 1.1], [0.8, 1.0, -0.7], [-0.4, 0.4, 0.1], [0.0, -1.1, -0.1], [0.2, 0.1, -0.2], [0.0, 0.4, 0.4], [0.0, -0.6, -0.2], [0.1, -0.3, 0.2], [-0.2, -0.1, -0.1], [-0.4, -0.1, 0.6], [-0.4, 0.1, -0.2], [-0.5, -0.2, -0.3], [0.1, -0.2, -0.4], [0.1, 0.2, 0.0], [0.1, -0.2, 0.0], [-0.2, -0.6, 0.4], [0.1, 0.3, 0.2], [-0.1, 0.1, -0.2], [0.2, 0.4, 0.0], [0.4, -0.3, -0.2], [-0.1, -0.5, 0.0], [0.2, 1.1, 0.1], [1.3, -0.6, -0.1], [-1.0, -0.7, 0.9], [-0.9, 0.7, 0.5], [0.7, 2.1, 0.1], [-0.7, -0.4, 0.3], [1.1, 0.5, -0.3], [0.1, 0.0, 0.3], [-0.4, 0.4, 0.1], [-0.2, 0.0, -0.2], [-0.4, -0.5, -0.3], [-0.1, -0.2, -0.2], [-0.2, 0.2, 0.3], [-0.3, 0.1, -0.2], [0.6, 0.0, -0.7], [0.5, 0.2, -0.7], [-0.2, -0.6, 0.5], [0.6, -0.4, -0.4], [0.0, -0.5, 0.0], [-0.4, -0.3, 0.0], [-0.2, 0.2, 0.1], [-0.3, -0.2, 0.0], [-0.3, -0.6, -0.2], [0.2, 0.1, 0.2], [0.2, 0.1, 0.1]]
}